67
Properties=species:S:1:pos:R:3:forces:R:3:lowdin_charge:R:1 method="wB97M-V/def2-TZVPD" lumo_ev="-1.4 / -1.4" homo_energy_ev="-7.631 / -7.650" e_above_lowest_kcal_mol=55.2 total_energy_ha=-11323.814931 s_squared=12.614 molar_mass_g_mol=1110.6 homo_lumo_gap_ev="6.20 / 6.22" multiplicity=7
C 0.6333 1.9157 -3.3748 -0.075 -0.002 0.084 -0.687
H -6.4088 4.7228 2.3902 -0.038 0.012 0.012 0.136
N -0.1432 2.7045 5.0581 -0.005 -0.199 -0.148 0.031
S 4.3747 -1.3638 1.1690 0.052 -0.088 -0.048 1.038
O -5.2633 6.8127 2.8861 0.120 -0.158 -0.146 0.098
C 4.3503 -0.2916 2.5356 0.034 -0.064 -0.080 -0.471
O -0.9142 3.0186 0.3941 -0.218 -0.166 0.177 -0.159
H 3.0908 6.1594 -0.6356 -0.009 -0.018 0.027 0.111
C -1.9906 2.3741 0.4672 -0.087 -0.034 -0.145 -0.605
H 5.8142 0.9891 5.2919 -0.053 -0.019 -0.041 0.101
O -3.1159 6.7510 2.7165 -0.134 -0.125 -0.146 0.083
H -0.6139 3.5252 5.4076 -0.098 0.018 0.011 0.089
H 6.2197 -0.7037 3.5211 -0.053 0.045 0.021 0.108
H 0.7928 5.9279 -0.3776 0.053 0.014 0.023 0.114
Cl 0.5352 3.3709 -2.4033 -0.134 -0.031 -0.052 0.701
Tb 0.1793 0.8047 -0.2221 1.552 -0.006 0.402 1.352
O -7.8150 2.8259 1.9291 0.262 -0.071 -0.203 0.092
Cl 1.4676 3.6065 -5.3378 -0.001 -0.048 -0.008 0.667
H 0.1456 4.4337 0.2203 -0.074 0.013 0.037 0.026
H -1.4566 2.7651 3.4335 -0.095 0.064 -0.038 0.130
H 2.0753 2.0338 3.4559 0.104 -0.028 -0.009 0.066
C -0.3640 0.9780 3.3260 0.069 -0.108 -0.080 -0.501
C 0.7420 -0.2987 -4.9550 -0.041 -0.108 0.075 -0.702
S 2.3786 2.8448 0.5240 0.001 -0.012 -0.059 0.691
O -6.8382 1.0954 1.0841 0.041 0.327 -0.019 0.097
H -2.3834 -2.9031 -1.6481 0.057 -0.114 -0.109 -0.024
O -2.0628 1.1591 0.1443 -0.427 0.348 -0.027 -0.252
N 3.1924 5.2083 -0.3254 0.058 -0.098 0.026 0.106
C 5.0777 0.8306 4.5131 0.042 -0.060 -0.062 -0.096
C 3.1652 0.4528 2.5091 -0.245 -0.056 -0.037 -0.348
C 0.3559 -0.3761 -3.6155 -0.124 0.126 -0.043 -0.710
N 2.3003 0.1513 1.4554 0.242 0.161 0.096 -0.146
Br -1.5130 -1.8539 0.4212 -0.240 -0.162 -0.179 0.687
C 1.1005 0.9319 -5.4982 0.007 0.001 -0.057 -0.710
H -3.7233 -2.3921 -0.5721 -0.099 -0.035 0.052 0.000
N -6.8456 2.2424 1.4838 -0.084 -0.162 0.289 -0.341
Cl 0.7802 -1.7029 -5.9561 0.022 0.058 -0.011 0.674
C 2.1514 4.4548 0.0502 -0.319 0.219 -0.048 -0.931
N -4.2245 6.2724 2.5692 -0.005 0.009 0.232 -0.345
C -2.7873 -2.1182 -1.0317 0.116 0.155 0.114 -0.990
H 0.8480 2.8337 5.2094 0.101 0.002 0.025 0.079
C -3.2286 3.0423 0.9792 0.072 -0.057 0.021 -0.083
Br -3.0845 -0.5886 -2.1510 -0.191 -0.113 0.027 0.680
C 1.0451 2.0608 -4.6954 -0.006 0.119 -0.009 -0.709
C 0.2842 0.7264 -2.7525 0.095 -0.286 -0.466 -0.328
C -5.5210 4.2536 1.9969 -0.164 0.142 0.047 0.093
C 2.9583 1.4096 3.5013 -0.090 0.055 0.033 -0.058
H 3.7480 2.3386 5.2611 0.007 -0.011 -0.039 0.098
N 0.9448 5.0387 0.0701 0.237 0.022 0.012 0.081
Cl 1.5856 1.0571 -7.1440 0.006 0.001 0.018 0.681
H -4.4886 1.3503 0.5707 0.031 0.011 0.019 0.135
C -3.1594 4.3254 1.4931 0.162 0.147 0.000 0.073
C -4.3053 4.9052 1.9940 -0.029 0.188 0.061 -0.102
C 2.8077 -0.7620 0.6670 0.153 -0.001 0.250 -1.151
O -0.3314 0.5394 2.1973 -0.166 0.178 -0.106 -0.076
C 5.3093 -0.1153 3.5273 -0.027 0.000 -0.024 -0.088
H -0.3859 0.7583 5.1432 0.039 0.038 0.253 0.108
C 3.9076 1.5905 4.4927 -0.060 -0.006 -0.017 -0.088
C -5.5527 2.9761 1.4774 -0.161 -0.061 -0.043 -0.094
S 2.0119 -1.3172 -0.7291 -0.167 0.102 -0.066 0.505
H 0.2131 2.9843 2.9417 0.063 0.073 -0.157 0.107
Cl -0.0846 -1.9711 -3.0541 0.075 0.088 0.195 0.616
H 4.0933 4.7688 -0.3773 0.046 0.002 -0.029 0.098
O -0.3639 0.1706 4.3606 -0.080 0.019 0.068 0.165
C -4.4313 2.3533 0.9712 -0.118 -0.189 -0.097 0.097
H -2.2232 4.8640 1.5043 0.008 0.003 0.018 0.132
C -0.4319 2.4637 3.6466 -0.013 -0.065 0.121 -0.152



53
Properties=species:S:1:pos:R:3:forces:R:3:lowdin_charge:R:1 method="wB97M-V/def2-TZVPD" lumo_ev=-0.4 homo_energy_ev=-8.056 e_above_lowest_kcal_mol=0.0 total_energy_ha=-4880.352759 molar_mass_g_mol=751.5 homo_lumo_gap_ev=7.61
H 4.2586 -0.6179 0.4536 -0.002 -0.006 0.000 0.105
H -4.9317 -2.1109 4.0994 0.001 0.000 0.000 0.104
H 2.3700 -0.1701 -4.1402 0.002 -0.001 -0.002 0.125
H -4.8518 -4.5778 4.4798 -0.003 0.000 -0.003 0.106
O 3.9478 3.2787 -1.1549 0.016 0.010 0.037 -0.025
C -0.4773 2.5555 0.2705 -0.079 -0.008 0.022 -0.082
C -0.6418 -4.5028 0.5044 0.002 -0.005 -0.017 -0.065
H 3.8898 2.3712 -1.4729 0.010 -0.045 -0.019 0.061
C -2.7649 2.5368 0.3710 -0.024 -0.047 -0.030 -0.134
C 4.1643 -0.3798 -2.9519 0.003 0.004 -0.006 -0.064
C -1.6631 4.5580 -0.2423 0.049 0.005 0.004 0.026
Pt -1.5159 -0.2677 0.8049 0.007 0.049 -0.034 0.824
C -3.2795 -4.8828 3.0752 0.009 -0.008 -0.004 -0.029
C -3.3479 -2.1916 2.6750 0.006 -0.003 -0.026 -0.544
H 1.2068 2.8235 -1.6484 -0.043 0.034 -0.015 0.098
S 0.2486 -0.1137 -1.9284 0.001 0.019 0.037 0.638
H -3.2438 -5.9548 3.2265 -0.001 0.000 -0.004 0.114
C 2.9364 4.0517 -1.7587 -0.008 0.024 0.013 -0.230
N -1.6054 1.8808 0.5054 0.051 0.044 0.054 -0.094
C -2.3815 -4.3075 2.1421 -0.010 0.022 -0.004 -0.165
H 0.0191 -2.7034 -0.4314 0.010 0.019 -0.007 0.075
C -2.3922 -2.9032 1.9280 0.011 0.001 0.004 -0.230
C 1.9929 -0.3056 -2.0246 0.017 0.024 -0.033 -0.228
S 1.7113 -0.4611 1.9042 0.023 -0.023 0.016 0.711
H 2.9852 3.9722 -2.8484 -0.013 -0.034 0.006 0.131
C 0.8239 4.5171 -0.5805 0.002 0.019 0.061 -0.438
C -4.2217 -2.7275 3.5656 -0.003 0.007 0.000 -0.118
C 3.8663 -0.5317 -0.5507 -0.015 0.016 0.009 -0.021
C -1.4720 -5.0981 1.4052 0.003 -0.013 0.013 -0.041
O 1.0835 5.6723 -0.3094 0.013 0.000 0.013 0.084
C -0.6562 -3.1050 0.3080 -0.028 0.009 -0.017 -0.107
C -4.1736 -4.1226 3.7710 -0.005 0.001 0.017 -0.076
H -1.6607 5.5985 -0.5399 -0.012 -0.002 -0.004 0.131
H 0.4442 2.0164 0.4237 0.050 -0.030 -0.004 0.104
O -0.0871 1.2498 -2.2712 0.002 -0.013 -0.056 -0.298
H -1.4547 -6.1692 1.5644 -0.003 -0.001 -0.004 0.111
N 1.6154 3.6866 -1.3095 0.030 -0.061 -0.047 0.108
Br -3.3822 -0.3073 2.3481 -0.030 0.039 -0.013 0.902
C 1.4274 -0.4093 0.2924 -0.030 0.090 -0.001 -0.883
C -2.8349 3.8747 0.0338 -0.023 0.003 -0.014 -0.028
H 3.1063 5.0824 -1.4613 -0.004 0.007 -0.024 0.127
H 5.7627 -0.5839 -1.5388 0.002 -0.005 -0.001 0.111
H -3.7996 4.3555 -0.0422 0.000 -0.003 0.003 0.113
H 0.0478 -5.1035 -0.0756 0.002 0.001 0.002 0.107
H 4.8311 -0.3636 -3.8036 0.001 0.000 -0.001 0.110
C 4.6911 -0.5079 -1.6664 0.006 0.024 0.000 -0.058
C -0.4640 3.8715 -0.1558 -0.002 -0.032 -0.021 -0.095
H -3.6665 1.9586 0.5218 -0.001 -0.017 0.023 0.082
O -0.4615 -1.1607 -2.5936 -0.007 -0.003 0.007 -0.266
C 2.7942 -0.2726 -3.1504 -0.012 0.002 0.011 -0.031
C -1.4958 -2.2688 1.0050 0.056 -0.031 0.049 -0.278
N 0.2050 -0.2992 -0.2827 -0.034 -0.071 0.007 -0.347
C 2.4976 -0.4299 -0.7452 0.007 -0.011 0.003 -0.232